Entry from the Open Molecules 2025 dataset: a structure of composition C22H41Cl3LuN3O4Si at a distorted geometry (wB97M-V/def2-TZVPD).

Last column: Löwdin charge in e.
CARTESIAN COORDINATES (ANGSTROEM)
C: 0.6501 3.1144 -2.4065  -0.037
C: -0.6505 3.1794 -1.6677  -0.236
H: 0.5812 3.6006 -3.3849  0.063
H: 0.9733 2.0700 -2.5399  0.065
H: 1.4304 3.6310 -1.8267  0.094
C: -1.7857 3.7245 -2.1397  -0.116
C: -1.9507 4.3765 -3.4765  -0.102
H: -2.6833 3.7560 -1.5079  0.102
H: -1.1437 4.1356 -4.1816  0.061
H: -2.0061 5.4719 -3.3805  0.077
H: -2.9048 4.0614 -3.9226  0.067
Lu: 0.1196 -0.6516 0.5934  1.175
Cl: 2.0154 0.6101 1.6914  -0.141
Cl: 1.1363 -2.1041 -1.1033  0.061
H: 1.3565 -4.8889 4.4636  0.094
H: 3.6992 -4.0572 4.5111  0.093
C: 1.3436 -4.7742 3.3725  -0.022
C: 3.6607 -3.9175 3.4229  -0.034
N: 2.2825 -3.7261 2.9883  -0.170
H: 0.3472 -4.5017 3.0269  0.088
C: 1.8757 -2.6397 2.3436  -0.318
O: 0.6702 -2.3974 2.0564  -0.199
H: 4.2565 -3.0421 3.1530  0.095
H: 2.6614 -1.9222 2.0611  0.072
H: 1.6555 -5.7251 2.9235  0.098
H: 4.0989 -4.8070 2.9531  0.095
H: -1.0965 0.5837 -2.7320  0.081
H: -3.8407 1.3419 -2.0962  0.082
C: -1.5941 -0.3867 -2.8580  -0.024
C: -3.9347 0.2733 -2.3440  -0.042
N: -2.7408 -0.4710 -1.9627  -0.160
H: -0.8815 -1.1900 -2.6470  0.049
C: -2.7285 -1.1425 -0.8011  -0.292
O: -1.7273 -1.6982 -0.2987  -0.183
H: -4.7985 -0.1384 -1.8037  0.091
H: -3.7179 -1.1703 -0.3008  0.148
H: -1.9642 -0.4446 -3.8878  0.093
H: -4.0926 0.1871 -3.4247  0.092
O: -0.5200 1.1231 -0.4599  -0.389
C: -0.6065 2.4878 -0.3041  -0.413
C: -2.9787 2.2568 0.5859  -0.072
C: -1.7637 2.9330 0.6015  -0.179
H: -3.0383 1.3300 0.0011  0.091
C: -4.0785 2.7744 1.2829  -0.116
H: 0.3301 2.8271 0.1754  0.122
C: -1.6142 4.0875 1.3698  -0.021
H: -5.0384 2.2528 1.2243  0.102
C: -3.9353 3.9439 2.0349  -0.109
C: -2.7023 4.5975 2.0808  -0.083
H: -0.6432 4.5945 1.3785  0.124
H: -4.7893 4.3376 2.5910  0.097
H: -2.5913 5.5109 2.6679  0.101
Si: 4.0393 -2.0543 -2.3504  0.088
Cl: 3.1363 -0.2237 -2.8519  0.259
C: 3.1060 -3.6316 -2.7894  -0.268
C: 4.6281 -1.8740 -0.5826  -0.228
C: 5.5444 -2.1568 -3.5146  -0.237
H: 2.0276 -3.5852 -2.5971  -0.070
H: 3.5128 -4.4545 -2.1847  0.033
H: 3.2370 -3.8887 -3.8479  0.026
H: 5.2244 -2.3849 -4.5410  0.023
H: 6.2349 -2.9524 -3.1906  0.029
H: 6.0981 -1.2096 -3.5430  0.019
H: 3.7982 -1.6225 0.0863  -0.030
H: 5.3740 -1.0703 -0.5150  0.037
H: 5.1010 -2.8106 -0.2417  0.032
C: -0.8646 -0.3340 4.3978  0.013
C: -1.7559 0.0568 3.2609  -0.490
N: -2.9599 0.5642 3.5501  0.213
O: -1.4196 -0.1206 2.0614  -0.146
H: -1.3480 -0.1114 5.3535  0.080
H: 0.0839 0.2174 4.3233  0.090
H: -0.6483 -1.4099 4.3330  0.092
H: -3.5544 0.8710 2.7862  0.097
H: -3.1978 0.8081 4.5012  0.120

Cartesian forces (eV/Å) of the 6 atoms listed first:
0.102 0.056 -0.218
-0.973 0.025 0.111
0.157 -0.174 0.179
-0.063 0.290 0.094
-0.147 -0.189 -0.132
0.554 -0.063 0.237

Output
total energy	-4234.07650	hartree
lowest unoccupied orbital energy	0.010	Ha


Entry from the Open Molecules 2025 dataset: a cluster of 5 separate species, C22H41N2O15 in total at a distorted geometry (wB97M-V/def2-TZVPD).

Last column: Löwdin charge in e.
CARTESIAN COORDINATES (ANGSTROEM)
N: 2.5328 0.6175 0.2535  0.017
C: 2.9090 1.7908 -0.5518  -0.270
C: 2.3451 3.0425 0.1272  -0.192
C: 1.4683 3.9693 -0.7255  -0.202
C: 0.4284 3.3083 -1.6427  -0.196
C: -0.8882 2.8906 -0.9467  -0.139
C: -1.0418 1.4441 -0.4903  -0.323
C: -0.4322 0.3201 -1.3113  -0.105
C: -0.6444 -0.9232 -0.4176  -0.124
C: 0.2498 -2.0460 -0.9864  -0.672
O: -0.2861 -2.6964 -1.9181  -0.062
O: 1.4088 -2.1547 -0.5432  -0.027
C: -0.2793 -0.2856 0.9151  -0.433
O: 0.1374 -0.8080 1.9064  0.085
N: -0.5719 1.1113 0.8684  0.097
H: 2.8045 0.7931 1.2158  0.072
H: 3.0276 -0.2201 -0.0336  0.069
H: 2.4956 1.6300 -1.5462  0.088
H: 3.9948 1.8624 -0.6845  0.097
H: 1.8109 2.7402 1.0279  0.093
H: 3.1976 3.6319 0.4794  0.099
H: 0.8984 4.5914 -0.0287  0.100
H: 2.0872 4.6628 -1.2975  0.099
H: 0.8251 2.4812 -2.2258  0.088
H: 0.1503 4.0691 -2.3783  0.100
H: -1.0817 3.5774 -0.1198  0.108
H: -1.6903 3.0567 -1.6695  0.105
H: -2.1263 1.2332 -0.4795  0.138
H: -0.7031 0.2406 -2.3597  0.130
H: 0.6518 0.4599 -1.2656  0.095
H: -1.7162 -1.1354 -0.4373  0.151
H: -1.2893 1.2256 1.5741  0.113
C: -1.1094 6.1722 5.9194  -0.054
O: -1.1920 4.7521 6.0107  -0.004
C: -0.5988 4.1062 4.9966  -0.628
O: -0.0365 4.6380 4.0745  0.119
O: -0.7439 2.8057 5.1921  0.013
C: -0.1532 1.9762 4.1741  -0.014
H: -1.6241 6.5622 6.7933  0.089
H: -0.0713 6.5002 5.9293  0.095
H: -1.5998 6.5304 5.0158  0.095
H: 0.9206 2.1417 4.1244  0.102
H: -0.6021 2.1801 3.2121  0.066
H: -0.3474 0.9469 4.4593  0.094
C: -5.1243 -3.5096 -7.4936  -0.064
O: -3.7688 -3.3364 -7.0968  -0.012
C: -3.6133 -3.0730 -5.7850  -0.634
O: -4.5226 -2.9839 -4.9986  0.112
O: -2.3284 -2.9347 -5.5395  0.011
C: -1.9828 -2.6518 -4.1553  -0.025
H: -5.1048 -3.7137 -8.5613  0.087
H: -5.5776 -4.3499 -6.9698  0.093
H: -5.7023 -2.6060 -7.3053  0.093
H: -2.3014 -3.4626 -3.5106  0.094
H: -2.4425 -1.7169 -3.8435  0.093
H: -0.9080 -2.5665 -4.1065  0.072
C: 7.4478 -1.0641 -3.8477  -0.062
O: 6.0397 -0.9587 -3.6716  -0.009
C: 5.4471 -2.1084 -3.3029  -0.631
O: 6.0279 -3.1511 -3.1333  0.110
O: 4.1564 -1.8829 -3.1697  0.015
C: 3.3672 -3.0226 -2.7650  -0.016
H: 7.7919 -0.0755 -4.1407  0.088
H: 7.9336 -1.3590 -2.9187  0.094
H: 7.6881 -1.7816 -4.6311  0.093
H: 3.6876 -3.3779 -1.7906  0.097
H: 3.4477 -3.8144 -3.5092  0.095
H: 2.3402 -2.6848 -2.6846  0.069
C: -4.8026 -2.6714 6.8012  -0.055
O: -3.9845 -3.3674 5.8644  -0.005
C: -2.9595 -2.6425 5.3931  -0.629
O: -2.7157 -1.5064 5.7095  0.116
O: -2.2813 -3.3887 4.5378  0.011
C: -1.1439 -2.7340 3.9430  -0.023
H: -5.5834 -3.3670 7.0968  0.089
H: -4.2244 -2.3770 7.6755  0.094
H: -5.2509 -1.7912 6.3435  0.095
H: -0.4279 -2.4491 4.7109  0.099
H: -1.4498 -1.8612 3.3772  0.074
H: -0.6897 -3.4508 3.2678  0.100

Cartesian forces (eV/Å) of the 6 atoms listed first:
0.444 0.343 0.031
-0.044 -0.627 0.324
0.459 0.262 -0.158
-0.294 -0.309 0.222
-0.331 0.465 0.203
0.511 -0.092 -0.380

Output
charge	-1
total energy	-2101.11476	hartree
lowest unoccupied orbital energy	0.087	Ha


Entry from the Open Molecules 2025 dataset: a structure of composition C22H41SiY at a distorted geometry (wB97M-V/def2-TZVPD).

Last column: Löwdin charge in e.
CARTESIAN COORDINATES (ANGSTROEM)
Y: -0.8021 0.5440 -1.3567  1.566
C: 0.1727 -4.4408 -2.7569  -0.031
C: 0.0883 -3.4123 -1.6136  -0.375
C: 1.1689 -3.6915 -0.5779  -0.055
C: 0.1593 -2.0316 -2.2362  -0.232
C: -0.8634 -1.6211 -3.1129  -0.067
C: -0.7501 -0.4710 -3.8957  -0.072
C: 0.3978 0.3427 -3.8254  -0.326
C: 0.5405 1.5682 -4.6850  -0.008
C: 1.3728 -0.0156 -2.8862  -0.079
C: 1.2571 -1.1699 -2.0912  -0.054
H: 0.1062 -5.4448 -2.3397  0.100
H: 1.1282 -4.3561 -3.2773  0.101
H: -0.6307 -4.3284 -3.4844  0.083
H: -0.8979 -3.5198 -1.1504  0.138
H: 2.1357 -3.8613 -1.0565  0.102
H: 0.9189 -4.5969 -0.0268  0.104
H: 1.2766 -2.8879 0.1485  0.043
H: -1.7407 -2.2493 -3.2248  0.143
H: -1.5388 -0.2201 -4.5966  0.142
H: 1.5889 1.7928 -4.8723  0.103
H: 0.0986 2.4526 -4.2153  0.093
H: 0.0363 1.4319 -5.6403  0.103
H: 2.2616 0.5988 -2.7847  0.141
H: 2.0644 -1.4305 -1.4198  0.123
C: 2.6236 1.3580 0.7578  -0.097
C: 1.6591 0.8008 1.8121  -0.636
C: 2.1294 -0.6168 2.1495  -0.085
C: 1.7688 1.6604 3.0853  -0.073
Si: -0.1446 0.7552 1.1512  0.756
C: -0.9626 2.5380 0.7970  -0.634
C: 0.0692 3.5201 0.2352  -0.091
C: -2.1531 2.5639 -0.2008  -0.149
C: -1.5057 3.0916 2.1263  -0.060
C: -1.3469 -0.4427 2.0771  -0.645
C: -1.0195 -1.8908 1.7065  -0.097
C: -1.2570 -0.2713 3.6036  -0.067
C: -2.8042 -0.2029 1.6600  -0.100
H: 3.6445 1.3272 1.1477  0.102
H: 2.4201 2.3893 0.4765  0.060
H: 2.6176 0.7421 -0.1496  0.056
H: 3.1718 -0.5737 2.4754  0.104
H: 2.0891 -1.2787 1.2808  0.058
H: 1.5583 -1.0753 2.9556  0.074
H: 2.7926 1.6306 3.4686  0.101
H: 1.1148 1.3040 3.8823  0.077
H: 1.5299 2.7101 2.8984  0.072
H: 0.5162 3.1825 -0.7187  0.075
H: 0.8925 3.6903 0.9252  0.080
H: -0.4010 4.4865 0.0317  0.107
H: -1.8845 2.5187 -1.2926  0.044
H: -2.6181 3.5530 -0.2205  0.121
H: -2.9486 1.8383 0.0030  0.074
H: -0.7113 3.1353 2.8713  0.085
H: -2.3192 2.4967 2.5368  0.074
H: -1.8831 4.1088 1.9818  0.106
H: -0.0360 -2.2098 2.0460  0.070
H: -1.0604 -2.0481 0.6196  0.047
H: -1.7603 -2.5599 2.1532  0.106
H: -0.2646 -0.5078 3.9855  0.072
H: -1.9629 -0.9459 4.0977  0.102
H: -1.5058 0.7443 3.9181  0.082
H: -2.9669 -0.3722 0.5780  0.064
H: -3.1765 0.7913 1.9021  0.069
H: -3.4537 -0.9232 2.1636  0.105

Cartesian forces (eV/Å) of the 6 atoms listed first:
-0.663 0.306 -0.573
0.009 -0.042 0.057
-0.026 0.039 -0.076
0.012 -0.014 -0.002
0.021 -0.055 -0.010
0.025 -0.001 -0.013

Output
charge	+2
total energy	-1190.11689	hartree
lowest unoccupied orbital energy	-0.284	Ha